[1]
Molecular formula: C3H5N2S
Method: DFT, ωB97M-V with the def2-TZVPD basis set

Each line ends with the Mulliken charge.
Element x y z (Å)
C -0.121 1.093 -0.022  -0.125
C -1.476 1.181 0.113  -0.330
C -0.683 -1.106 0.087  0.131
N 0.302 -0.218 0.069  0.372
N 1.600 -0.818 0.075  -0.798
S -2.130 -0.370 -0.097  -0.027
H 0.695 1.776 -0.103  0.399
H -1.983 2.140 0.166  0.410
H -0.353 -2.173 0.241  0.410
H 2.339 -0.144 0.219  0.269
H 1.810 -1.362 -0.749  0.289

Values from the calculation:
Kohn-Sham gap (eV): 10.45
E_HOMO (hartree): -0.5509
Maximum force (Eh/bohr): 0.048
E_LUMO (eV): -4.5
Net charge: +1
Calculated total energy (eV): -16999.08068

[2]
Molecular formula: C20H52IrN4O2PSbSi2Te
Method: DFT, ωB97M-V with the def2-TZVPD basis set

Each line ends with the Mulliken charge.
Element x y z (Å)
Ir -0.104 0.221 0.413  1.256
C -1.334 -0.761 -4.967  -1.096
N -0.547 -0.281 -3.835  -0.124
C -0.902 -0.372 -2.562  0.283
N -2.100 -0.877 -2.235  0.124
O -0.092 0.049 -1.668  -0.658
H -0.893 -0.370 -5.879  0.347
H -2.356 -0.385 -4.913  0.366
H -1.334 -1.850 -5.021  0.330
H 0.373 0.095 -4.000  0.289
H -2.707 -1.272 -2.934  0.244
H -2.267 -1.058 -1.256  -0.211
C -2.278 -2.833 2.746  -1.036
P -1.969 -2.700 0.988  1.521
C -3.483 -3.184 0.168  -1.357
C -0.693 -3.864 0.473  -1.430
O -1.646 -1.243 0.590  -1.337
H -2.321 -3.881 3.046  0.442
H -3.236 -2.365 2.975  0.394
H -1.499 -2.324 3.313  0.191
H -3.798 -4.160 0.544  0.463
H -3.327 -3.269 -0.908  0.439
H -4.273 -2.461 0.376  0.360
H -0.307 -4.438 1.314  0.440
H 0.128 -3.331 -0.006  0.353
H -1.110 -4.563 -0.251  0.463
C -3.857 1.111 -0.089  -1.283
Sb -1.967 1.963 0.311  0.572
C -2.395 3.157 2.003  -1.496
C -1.702 3.393 -1.207  -1.055
H -4.588 1.909 0.036  0.632
H -4.066 0.311 0.616  0.318
H -3.897 0.745 -1.111  0.400
H -3.359 3.619 1.789  0.537
H -1.645 3.939 2.116  0.432
H -2.477 2.567 2.911  0.487
H -2.542 4.084 -1.144  0.613
H -1.696 2.915 -2.183  0.357
H -0.768 3.929 -1.052  0.122
C 1.369 -2.033 2.625  -1.247
C 0.761 -0.785 3.152  0.073
N 0.236 0.222 2.455  0.975
C -0.034 1.239 3.359  -0.362
C 0.291 0.823 4.604  -1.456
N 0.780 -0.449 4.451  0.251
H 1.409 -2.007 1.538  0.174
H 0.830 -2.923 2.947  0.337
H 2.395 -2.124 2.986  0.451
H -0.404 2.194 3.050  0.711
H 0.234 1.314 5.560  0.401
H 1.168 -1.020 5.188  0.223
C 0.892 3.084 -3.381  -0.144
Si 2.452 3.656 -2.516  0.002
C 3.775 4.097 -3.739  -1.059
C 2.116 5.012 -1.281  -1.026
C 3.105 2.127 -1.570  -0.615
Te 2.109 1.382 0.175  -0.055
C 2.746 2.830 1.593  -0.456
Si 4.382 2.355 2.489  0.029
C 4.899 3.896 3.385  -1.061
C 3.934 0.954 3.642  -0.483
C 5.629 1.788 1.225  -1.126
H 0.218 3.916 -3.594  0.472
H 0.356 2.348 -2.780  -0.647
H 1.147 2.630 -4.343  0.428
H 3.432 4.898 -4.397  0.355
H 4.041 3.246 -4.369  0.367
H 4.683 4.448 -3.245  0.337
H 1.744 5.902 -1.793  0.399
H 3.025 5.307 -0.753  0.445
H 1.365 4.732 -0.536  0.247
H 4.078 2.300 -1.102  0.296
H 3.205 1.256 -2.220  0.625
H 1.930 2.950 2.308  0.271
H 2.843 3.768 1.043  0.320
H 4.107 4.274 4.034  0.360
H 5.171 4.688 2.685  0.348
H 5.772 3.703 4.013  0.374
H 3.207 1.282 4.389  0.201
H 4.816 0.590 4.172  0.515
H 3.519 0.113 3.078  -0.136
H 5.984 2.611 0.601  0.354
H 5.250 0.993 0.577  0.422
H 6.504 1.380 1.736  0.417

Values from the calculation:
Kohn-Sham gap (alpha / beta) (eV): 6.90 / 6.90
E_HOMO (alpha / beta) (hartree): -0.6027 / -0.6027
Maximum force (Eh/bohr): 0.018
E_LUMO (alpha / beta) (eV): -9.5 / -9.5
Net charge: +3
Calculated total energy (eV): -73334.08313

[3]
Molecular formula: C9H19Br2P
Method: DFT, ωB97M-V with the def2-TZVPD basis set

Each line ends with the Mulliken charge.
Element x y z (Å)
C -2.240 -0.280 1.689  -1.725
C -2.180 0.700 -0.525  -1.302
C 2.782 1.065 -0.485  -1.675
C 0.947 2.631 0.411  -1.634
C 0.755 -1.474 -1.749  -1.472
C -0.477 -2.521 0.383  -0.627
C -1.382 0.510 0.745  0.768
C 1.282 1.257 -0.235  0.993
C 0.542 -1.576 -0.191  0.033
P 0.411 -0.011 0.810  -0.089
Br -0.109 -4.177 -0.432  -0.134
Br 2.516 -2.307 0.660  -0.085
H -2.827 -1.284 1.371  0.288
H -1.774 -0.696 2.642  0.390
H -3.144 0.298 2.053  0.418
H -3.250 0.761 -0.355  0.483
H -2.094 -0.092 -1.270  0.191
H -2.027 1.678 -1.094  0.268
H 3.452 0.623 0.324  0.300
H 2.930 0.371 -1.280  0.361
H 3.310 1.905 -0.753  0.534
H 0.761 2.509 1.465  0.456
H 0.056 3.111 0.067  0.335
H 1.876 3.253 0.446  0.371
H 1.221 -0.567 -1.973  0.416
H 1.363 -2.308 -2.056  0.469
H -0.237 -1.562 -2.223  0.276
H -0.335 -2.508 1.443  0.539
H -1.467 -2.193 0.141  0.310
H -1.374 1.442 1.269  0.293
H 0.714 1.446 -1.299  0.253

Values from the calculation:
Kohn-Sham gap (alpha / beta) (eV): 6.54 / 5.29
E_HOMO (alpha / beta) (hartree): -0.2149 / -0.3208
Maximum force (Eh/bohr): 0.103
Spin multiplicity: 3
E_LUMO (alpha / beta) (eV): 0.7 / -3.4
Calculated total energy (eV): -159009.59618

[4]
Molecular formula: C28H15F17N2O2S
Method: DFT, ωB97M-V with the def2-TZVPD basis set

Each line ends with the Mulliken charge.
Element x y z (Å)
C 7.321 -2.809 3.241  0.100
C 6.382 -2.379 2.616  -0.882
C 5.018 -1.963 2.063  -0.155
C 5.173 -1.531 0.579  0.266
C 6.031 -2.335 -0.238  -0.719
C 6.202 -1.908 -1.586  -0.785
C 5.572 -0.751 -2.122  -0.572
C 4.680 0.037 -1.316  0.389
C 4.513 -0.387 0.026  0.631
S 3.464 0.535 1.163  -0.451
C 2.503 1.577 0.042  1.143
C 2.914 1.759 -1.302  0.652
C 2.091 2.632 -2.103  -0.502
C 0.916 3.223 -1.568  -0.779
C 0.496 3.007 -0.221  0.308
C -0.831 3.655 0.260  -1.086
C -1.953 2.589 -0.099  -0.241
C -3.386 3.141 0.090  0.722
F -3.583 3.829 1.246  -0.324
F -3.600 4.048 -0.942  -0.353
C -4.420 1.981 -0.148  0.675
F -4.040 1.251 -1.234  -0.250
F -5.606 2.586 -0.503  -0.337
C -4.744 1.097 1.117  0.387
F -3.813 1.192 2.102  -0.230
F -5.890 1.621 1.663  -0.322
C -5.110 -0.404 0.785  0.736
F -5.643 -0.898 1.949  -0.320
F -6.106 -0.451 -0.129  -0.304
C -3.867 -1.319 0.444  0.660
F -3.693 -2.203 1.477  -0.312
F -2.694 -0.637 0.344  -0.296
C -4.009 -2.199 -0.848  0.506
F -2.764 -2.749 -1.071  -0.337
F -4.302 -1.495 -1.965  -0.274
C -5.012 -3.415 -0.727  0.607
F -5.692 -3.476 -1.917  -0.302
F -5.954 -3.271 0.236  -0.287
C -4.338 -4.824 -0.555  0.674
F -3.515 -4.912 0.499  -0.218
F -5.360 -5.699 -0.304  -0.266
F -3.769 -5.274 -1.690  -0.238
C 1.308 2.175 0.595  -0.028
C 0.957 1.871 2.055  -1.705
O 0.453 0.497 2.075  -0.074
N -0.196 0.247 3.292  0.030
O -1.329 0.538 3.235  -0.218
N 4.088 1.202 -1.962  -0.072
C 3.599 0.710 -3.206  -0.663
C 3.187 0.285 -4.256  -0.111
H 8.060 -3.210 3.929  0.421
H 4.698 -1.105 2.687  0.225
H 4.299 -2.801 2.171  0.345
H 6.532 -3.234 0.162  0.382
H 6.876 -2.511 -2.225  0.321
H 5.815 -0.514 -3.167  0.418
H 2.317 2.885 -3.149  0.431
H 0.284 3.867 -2.209  0.400
H -0.827 3.746 1.368  0.252
H -1.022 4.634 -0.219  0.520
H -1.800 2.360 -1.176  0.390
H -1.767 1.720 0.564  -0.001
H 0.201 2.560 2.484  0.334
H 1.863 1.888 2.701  0.659
H 2.821 -0.284 -5.103  0.430

Values from the calculation:
Kohn-Sham gap (eV): 7.50
E_HOMO (hartree): -0.2947
Maximum force (Eh/bohr): 0.054
E_LUMO (eV): -0.5
SMILES: C#CCc1cccc2c1Sc1c(ccc(CCC(F)(F)C(F)(F)C(F)(F)C(F)(F)C(F)(F)C(F)(F)C(F)(F)C(F)(F)F)c1CON=O)N2C#C
Calculated total energy (eV): -93378.63757

[5]
Molecular formula: C16H15F5N2OPS
Method: DFT, ωB97M-V with the def2-TZVPD basis set

Each line ends with the Mulliken charge.
Element x y z (Å)
C 3.021 -0.426 1.597  -1.164
C 2.238 0.815 1.369  0.759
O 2.254 1.809 2.048  -0.516
N 1.328 0.765 0.230  0.678
C 2.008 0.887 -1.068  -0.979
C 0.215 1.586 0.417  -0.370
N 0.335 2.908 0.175  0.067
C -0.667 3.788 0.287  -0.941
C -1.895 3.334 0.672  -0.571
C -2.084 1.976 0.961  1.072
P -3.756 1.579 1.623  0.228
S -3.789 1.575 3.552  -0.313
C -1.003 1.092 0.834  -0.763
C -1.041 -0.416 1.074  1.313
F -2.242 -0.755 1.618  -0.366
F -0.105 -0.684 2.031  -0.340
C -0.804 -1.207 -0.179  0.030
C -1.593 -0.964 -1.298  -0.523
C -1.398 -1.694 -2.456  -0.879
C -0.400 -2.657 -2.508  -0.795
C 0.384 -2.885 -1.390  -0.126
C 1.494 -3.899 -1.399  0.967
F 2.687 -3.286 -1.194  -0.243
F 1.345 -4.798 -0.407  -0.257
F 1.573 -4.563 -2.558  -0.274
C 0.181 -2.172 -0.219  -0.167
H 3.192 -0.974 0.675  0.309
H 3.947 -0.196 2.107  0.418
H 2.403 -1.066 2.229  0.242
H 1.270 0.853 -1.863  0.392
H 2.677 0.042 -1.191  0.261
H 2.600 1.800 -1.167  0.415
H 1.251 3.254 -0.079  0.299
H -0.451 4.822 0.074  0.451
H -2.707 4.038 0.772  0.404
H -4.471 2.611 1.003  0.108
H -4.174 0.422 0.964  0.111
H -2.364 -0.207 -1.261  0.453
H -2.017 -1.518 -3.321  0.449
H -0.237 -3.228 -3.408  0.541
H 0.792 -2.358 0.651  0.619

Values from the calculation:
Kohn-Sham gap (eV): 7.16
E_HOMO (hartree): -0.4429
Maximum force (Eh/bohr): 0.020
E_LUMO (eV): -4.9
SMILES: CC(=O)N(C)c1[nH+]ccc([PH2]=S)c1C(F)(F)c1cccc(C(F)(F)F)c1
Net charge: +1
Calculated total energy (eV): -55568.91031

[6]
Molecular formula: C30H69N9O6
Method: DFT, ωB97M-V with the def2-TZVPD basis set

Each line ends with the Mulliken charge.
Element x y z (Å)
C -3.490 1.220 3.800  0.704
O -3.214 1.955 2.867  -0.758
N -4.760 1.292 4.286  -0.461
N -2.743 0.203 4.279  0.049
H -5.334 2.113 4.069  0.256
H -4.944 0.867 5.171  0.191
H -1.775 0.027 3.993  -0.373
H -3.140 -0.454 4.933  0.242
C -0.688 0.131 1.212  -0.403
O 0.310 -0.450 0.728  -0.510
N -1.961 -0.255 0.784  0.003
N -0.660 1.131 2.084  0.216
H -1.983 -1.035 0.171  -0.121
H -2.778 -0.051 1.350  0.177
H 0.101 1.787 2.160  0.312
H -1.564 1.566 2.392  0.185
C 3.785 -0.138 0.475  0.353
O 4.832 0.327 0.177  -0.659
N 2.882 0.616 1.161  0.068
N 3.343 -1.403 0.194  -0.280
H 3.325 1.552 1.411  0.221
H 1.885 0.513 0.986  -0.269
H 2.374 -1.607 0.400  0.181
H 3.746 -1.952 -0.574  0.252
C 0.726 2.249 -3.386  -2.194
C 2.192 2.665 -2.988  2.212
C 3.141 1.713 -3.841  -1.463
C 4.606 2.061 -3.812  -0.475
C 4.649 3.520 -4.321  -1.248
C 3.770 4.507 -3.539  1.652
N 2.427 3.968 -3.456  0.139
O 1.650 4.913 -2.672  -0.501
C 4.405 4.762 -2.109  -1.543
C 3.760 5.846 -4.257  -2.094
C 2.380 2.494 -1.455  -1.222
H 0.457 2.699 -4.336  0.593
H -0.017 2.681 -2.688  0.463
H 0.717 1.177 -3.370  0.070
H 2.967 0.676 -3.421  0.273
H 2.683 1.730 -4.817  0.623
H 5.258 1.504 -4.504  0.398
H 5.060 1.947 -2.791  0.239
H 4.277 3.429 -5.385  0.289
H 5.696 3.881 -4.429  0.413
H 5.330 5.369 -2.180  0.401
H 3.687 5.328 -1.493  0.351
H 4.534 3.869 -1.514  0.303
H 3.087 6.545 -3.727  0.381
H 4.690 6.288 -4.470  0.441
H 3.282 5.708 -5.233  0.446
H 1.848 3.322 -0.901  0.418
H 3.391 2.469 -1.101  0.187
H 1.946 1.526 -1.160  0.138
H 0.881 5.087 -3.240  0.363
C -4.841 -2.340 -1.135  -1.419
C -4.293 -1.771 -2.436  1.226
C -4.413 -0.218 -2.474  -0.940
C -3.658 0.403 -3.600  -1.167
C -2.139 0.026 -3.535  -0.609
C -1.918 -1.495 -3.512  1.912
N -2.857 -2.040 -2.479  0.691
O -2.761 -3.456 -2.283  -0.606
C -2.030 -2.177 -4.883  -1.478
C -0.494 -1.804 -3.021  -2.124
C -5.009 -2.352 -3.703  -1.677
H -4.114 -2.106 -0.298  0.055
H -5.090 -3.447 -1.102  0.313
H -5.776 -1.788 -0.911  0.407
H -5.446 0.017 -2.544  0.484
H -3.989 0.127 -1.519  0.139
H -3.756 1.506 -3.525  0.354
H -4.084 0.219 -4.555  0.469
H -1.598 0.473 -2.672  -0.034
H -1.545 0.244 -4.434  0.462
H -2.569 -3.165 -4.768  0.123
H -2.504 -1.584 -5.694  0.312
H -0.976 -2.267 -5.216  0.544
H -0.283 -2.905 -3.185  0.353
H 0.253 -1.212 -3.556  0.526
H -0.448 -1.690 -1.948  0.282
H -4.834 -1.736 -4.669  0.221
H -6.050 -2.266 -3.551  0.542
H -5.050 -3.407 -3.932  0.378
H -3.270 -3.948 -2.920  0.350
C 1.777 -1.549 6.535  -1.503
C 1.208 -1.131 5.218  1.409
C 2.008 -1.554 3.943  -1.267
C 1.861 -3.010 3.494  -1.037
C 0.358 -3.285 3.194  -0.746
C -0.543 -2.986 4.412  1.115
N -0.211 -1.615 4.924  1.222
O -1.133 -1.210 5.924  -0.554
C -1.971 -3.056 3.846  -1.739
C -0.321 -4.142 5.465  -1.523
C 1.078 0.429 5.149  -1.535
H 2.596 -0.825 6.728  0.419
H 2.276 -2.554 6.446  0.315
H 1.071 -1.517 7.341  0.288
H 1.636 -0.928 3.131  0.143
H 2.983 -1.243 4.133  0.727
H 2.202 -3.697 4.313  0.373
H 2.560 -3.197 2.666  0.499
H 0.094 -4.251 2.721  0.569
H 0.165 -2.514 2.418  -0.206
H -2.034 -2.267 3.086  0.175
H -2.118 -3.986 3.361  0.575
H -2.721 -2.912 4.573  0.376
H -0.733 -5.093 4.984  0.369
H 0.758 -4.378 5.605  0.299
H -0.730 -3.995 6.478  0.304
H 0.659 0.771 4.193  -0.021
H 2.118 0.834 5.258  0.491
H 0.502 0.831 5.948  0.452
H -0.880 -1.704 6.658  0.295

Values from the calculation:
Kohn-Sham gap (eV): 8.57
E_HOMO (hartree): -0.3018
Maximum force (Eh/bohr): 0.067
E_LUMO (eV): 0.4
SMILES: CC1(C)CCCC(C)(C)N1O.CC1(C)CCCC(C)(C)N1O.CC1(C)CCCC(C)(C)N1O.NC(N)=O.NC(N)=O.NC(N)=O
Calculated total energy (eV): -57923.71897